Formula: C21H27N3O4S
Source: OMol25
Level of theory: wB97M-V/def2-TZVPD

Geometry as XYZ:
```
56
Properties=species:S:1:pos:R:3:forces:R:3:mulliken_charge:R:1
C -5.135783 -1.041677 3.825167 0.35 0.02 0.03 -1.197
C -3.626512 -1.265291 3.975131 -0.20 -0.07 -0.04 -0.517
N -2.825089 -0.079795 4.227955 0.00 0.07 0.08 0.567
C -3.057637 0.526357 5.529026 0.27 0.08 0.06 -0.644
C -1.767301 1.104464 6.106927 -0.30 -0.07 -0.04 -1.355
C -2.821288 0.901331 3.158736 0.03 -0.06 -0.19 -1.366
C -2.182000 0.372088 1.875101 0.08 0.06 0.29 -0.264
C -0.795952 -0.209235 2.163708 -0.44 -0.11 0.11 -0.936
N -0.266340 -0.940198 1.039826 0.15 -0.07 -0.11 0.399
C -0.598717 -2.207941 0.740103 0.03 -0.01 0.08 0.951
O -1.331868 -2.970000 1.343377 -0.14 -0.15 0.06 -0.738
C 0.116012 -2.549420 -0.524196 0.42 0.46 -0.11 0.295
O -0.035739 -3.754181 -1.041716 -0.06 0.00 -0.01 -0.592
C 0.839843 -1.479752 -0.933967 -0.35 -0.82 0.23 -0.675
C 1.531267 -1.333334 -2.212242 0.00 -0.04 -0.11 0.002
O 1.491206 -2.182213 -3.081471 -0.05 -0.07 0.09 -0.644
C 2.209563 -0.042296 -2.445827 0.47 0.43 -0.30 1.303
S 3.286477 0.707532 -1.305965 0.07 0.27 -0.75 -0.216
C 3.494096 2.032103 -2.441309 -0.02 -0.66 0.83 0.894
C 4.371553 3.180342 -2.124551 0.15 0.16 0.10 -1.151
N 2.823075 1.892584 -3.522971 0.12 0.69 -0.61 -0.594
C 2.109935 0.738363 -3.570768 -0.26 -0.76 0.58 -0.305
C 1.278226 0.450022 -4.767953 -0.06 -0.07 0.02 -1.356
C 0.624633 -0.353924 0.055977 -0.19 0.04 -0.30 0.076
C 0.039268 0.853374 -0.609167 0.54 0.67 0.58 0.984
C 0.312041 2.182979 -0.466421 -0.11 -0.73 0.06 -0.613
C -0.534236 2.857830 -1.378793 -0.38 -0.24 -0.31 -0.644
C -1.255979 1.888239 -2.001795 0.03 0.91 -0.03 -0.856
O -0.917833 0.674193 -1.542376 -0.03 -0.57 0.05 -0.375
H -5.542931 -0.547311 4.704762 -0.10 0.05 0.07 0.270
H -5.357038 -0.434048 2.950989 -0.10 0.06 -0.08 0.271
H -5.633817 -2.000200 3.706694 -0.11 -0.08 -0.02 0.454
H -3.449483 -1.948542 4.810534 0.03 -0.03 -0.10 0.561
H -3.241629 -1.752729 3.077612 0.03 -0.11 0.04 0.043
H -3.826904 1.315089 5.485786 -0.04 -0.10 0.05 0.327
H -3.416815 -0.250972 6.206494 -0.08 0.03 -0.03 0.471
H -1.940715 1.455628 7.121018 0.04 0.11 0.12 0.435
H -0.998846 0.336732 6.125440 0.09 -0.08 0.02 0.282
H -1.404577 1.939819 5.513930 0.08 0.11 -0.04 0.322
H -3.833614 1.275351 2.926744 0.08 0.05 0.06 0.416
H -2.232106 1.753502 3.505712 -0.07 0.06 -0.01 0.450
H -2.110692 1.188830 1.154137 -0.03 -0.03 -0.07 0.198
H -2.802689 -0.409300 1.436119 -0.02 -0.03 -0.08 0.298
H -0.887055 -0.900447 3.005356 0.14 0.12 -0.05 0.577
H -0.092922 0.584034 2.425102 0.03 -0.04 0.06 0.146
H -0.637221 -4.251801 -0.455379 0.06 0.18 0.01 0.319
H 4.437999 3.828365 -2.993963 0.01 0.02 -0.02 0.336
H 5.366192 2.834759 -1.848567 0.08 0.06 0.01 0.324
H 3.966022 3.745647 -1.286118 0.03 0.08 0.03 0.272
H 0.802221 -0.521063 -4.677177 -0.04 0.00 -0.09 0.302
H 1.909860 0.459004 -5.654122 0.00 -0.02 -0.09 0.394
H 0.523741 1.226761 -4.886054 -0.03 0.06 -0.04 0.278
H 1.558616 -0.054338 0.550599 -0.19 0.02 -0.07 0.109
H 1.028373 2.621808 0.197692 0.20 0.02 0.16 0.653
H -0.589522 3.913588 -1.544948 -0.08 0.22 -0.11 0.487
H -2.011635 1.931378 -2.760450 -0.11 -0.10 -0.11 0.575
```
Positions in Å, forces in eV/Å.

Results
2S+1 = 1
HOMO level = -8.33 eV
ΔE to the lowest compared entry with this formula, charge and spin = 63.10 kcal per mole
E_tot = -1679.83097 Eh
Gap between HOMO and LUMO = 8.2 eV
Molecular weight = 417.5 g/mol


Formula: C5H10O
Source: OMol25
Level of theory: wB97M-V/def2-TZVPD

Geometry as XYZ:
```
16
Properties=species:S:1:pos:R:3:forces:R:3:mulliken_charge:R:1
C 1.836501 0.150042 0.535881 0.03 -0.02 0.08 -1.180
C 0.854376 0.347973 -0.617930 -0.05 0.04 -0.04 -0.618
C -0.581720 0.129268 -0.170055 0.12 -0.05 0.16 1.115
C -0.948003 -1.315317 0.097304 -0.04 -0.02 0.03 -1.456
C -1.243416 1.213581 0.600053 0.04 -0.26 0.31 -0.727
O -1.562284 0.696169 -1.104756 -0.07 0.20 -0.01 -0.431
H 1.833275 -0.882864 0.902009 -0.01 0.16 -0.06 0.317
H 1.575589 0.810277 1.370657 0.05 -0.09 -0.10 0.330
H 2.858977 0.386433 0.225428 -0.16 -0.03 0.03 0.350
H 1.091969 -0.330790 -1.448279 -0.08 0.09 0.13 0.330
H 0.941515 1.373064 -0.996143 -0.04 -0.11 0.07 0.238
H -0.641679 -1.977614 -0.720000 -0.02 0.13 0.08 0.312
H -0.448893 -1.652764 1.012530 -0.08 0.06 -0.15 0.361
H -2.027788 -1.407704 0.243592 0.14 0.02 -0.02 0.410
H -1.405677 1.678515 -1.017685 0.01 -0.11 -0.50 0.441
H -2.132743 0.781727 1.087389 0.15 0.00 -0.01 0.208
```
Positions in Å, forces in eV/Å.

Results
2S+1 = 1
HOMO level = -8.75 eV
ΔE to the lowest compared entry with this formula, charge and spin = 93.43 kcal per mole
E_tot = -271.60372 Eh
Gap between HOMO and LUMO = 9.6 eV
Molecular weight = 86.1 g/mol


Formula: C3H10N2
Source: OMol25
Level of theory: wB97M-V/def2-TZVPD

Geometry as XYZ:
```
15
Properties=species:S:1:pos:R:3:forces:R:3:mulliken_charge:R:1
C -3.086738 -0.692366 -0.652669 1.84 1.00 -2.13 -0.289
N -2.671579 0.514643 -0.624846 -2.15 1.04 0.95 -0.402
H -2.323271 -1.460325 -0.946352 -0.89 0.31 0.91 0.220
H -4.119232 -0.799631 -0.863516 -1.11 -1.20 0.45 0.245
H -3.580384 1.136328 -0.545660 2.34 -1.14 -0.16 0.232
C 1.712962 -0.755576 1.232871 -0.14 0.50 1.03 -0.759
N 1.632253 0.629605 0.825918 0.33 -0.59 0.13 -0.330
C 1.567245 0.805679 -0.572951 -0.41 1.70 -3.08 -0.810
H 2.173902 -1.249325 0.412697 0.51 -0.87 -0.44 0.328
H 0.750236 -1.227633 1.448238 -0.14 -0.02 -0.18 0.239
H 2.329713 -0.855555 2.133639 0.00 -0.11 -0.18 0.250
H 0.890439 1.140634 1.226940 -0.83 0.21 0.82 0.244
H 1.009482 0.067623 -1.285617 0.39 0.90 1.63 0.224
H 1.150662 1.852440 -0.757795 0.21 -1.41 0.02 0.296
H 2.564316 0.893454 -1.030895 0.05 -0.32 0.22 0.314
```
Positions in Å, forces in eV/Å.

Results
2S+1 = 1
HOMO level = -8.45 eV
ΔE to the lowest compared entry with this formula, charge and spin = 52.25 kcal per mole
E_tot = -229.72598 Eh
Gap between HOMO and LUMO = 9.5 eV
Molecular weight = 74.1 g/mol


Formula: C5H13N4
Source: OMol25
Level of theory: wB97M-V/def2-TZVPD

Geometry as XYZ:
```
22
Properties=species:S:1:pos:R:3:forces:R:3:mulliken_charge:R:1
C -0.440531 -2.084154 -0.306680 0.36 0.73 -0.05 -1.024
N -0.533857 -0.620255 0.031967 -0.01 -0.63 -0.14 -0.242
C -0.436221 0.204355 -1.128389 1.85 -0.71 -3.00 0.363
C -1.516324 1.188519 -1.439910 -2.33 -0.56 -0.61 -1.472
C 1.007396 0.943790 -1.091430 -3.18 -1.20 -0.81 -0.206
N 1.446982 0.985592 0.063891 2.01 1.47 1.55 -0.477
C 1.065052 0.413571 1.247897 -0.45 0.34 1.27 0.684
N 0.404492 1.137445 2.202214 0.10 1.92 -2.11 -0.404
N 1.772749 -0.648651 1.605452 0.40 -0.74 -0.47 -0.301
H -0.050896 -2.736772 0.492682 -0.42 0.60 -0.05 0.311
H -1.426718 -2.377229 -0.645416 -0.09 -0.56 0.05 0.377
H 0.238815 -2.180627 -1.153137 0.05 -0.07 0.05 0.387
H -1.455821 -0.446701 0.342148 -1.03 -0.01 1.13 0.253
H -0.591111 -0.473124 -2.003360 1.18 0.44 0.20 0.306
H -1.707435 1.900136 -0.661203 0.04 0.66 0.40 0.390
H -2.502558 0.549199 -1.521597 1.71 1.44 -0.18 0.354
H -1.308975 1.715477 -2.418321 -0.37 -0.62 1.13 0.363
H 1.450540 1.466624 -1.989181 -0.33 -0.56 1.26 0.409
H 0.172030 2.098135 1.907887 0.09 -0.94 0.24 0.254
H -0.028528 0.889448 3.072354 0.42 -0.89 0.01 0.220
H 2.049440 -0.987541 2.504079 -0.51 0.46 0.64 0.223
H 2.391482 -0.937238 0.888053 0.52 -0.56 -0.55 0.232
```
Positions in Å, forces in eV/Å.

Results
Net charge = +1
2S+1 = 1
HOMO level = -13.59 eV
ΔE to the lowest compared entry with this formula, charge and spin = 28.87 kcal per mole
E_tot = -417.06291 Eh
Gap between HOMO and LUMO = 10.5 eV
Molecular weight = 129.2 g/mol


Formula: CH3NO2
Source: OMol25
Level of theory: wB97M-V/def2-TZVPD

Geometry as XYZ:
```
7
Properties=species:S:1:pos:R:3:forces:R:3:mulliken_charge:R:1
N -0.218671 0.963286 0.116569 0.86 -1.45 -0.97 -0.343
C 0.123486 -0.217337 -0.448095 -0.63 -1.51 1.25 0.553
O 0.557333 -0.471041 -1.525164 0.33 0.49 -0.51 -0.498
O -0.208108 -1.261911 0.470500 0.62 0.62 0.01 -0.511
H -0.230245 1.716259 -0.525692 -0.34 1.06 0.17 0.231
H -0.632136 0.834325 1.008350 -0.55 0.84 0.45 0.253
H 0.608338 -1.563580 0.903531 -0.31 -0.05 -0.39 0.314
```
Positions in Å, forces in eV/Å.

Results
2S+1 = 1
HOMO level = -10.71 eV
ΔE to the lowest compared entry with this formula, charge and spin = 13.29 kcal per mole
E_tot = -245.15795 Eh
Gap between HOMO and LUMO = 11.3 eV
Molecular weight = 61.0 g/mol


Formula: C7H6BrNS
Source: OMol25
Level of theory: wB97M-V/def2-TZVPD

Geometry as XYZ:
```
16
Properties=species:S:1:pos:R:3:forces:R:3:mulliken_charge:R:1
C 1.640692 1.674276 0.227285 -0.16 0.05 -0.13 -0.208
C 2.120042 0.585698 0.938729 0.11 0.02 0.09 -0.597
C 0.444543 1.568609 -0.489284 0.28 0.34 0.07 -1.023
C 1.448623 -0.624396 0.968689 -0.31 0.04 -0.06 -0.374
C -0.146616 0.358496 -0.410100 -3.50 -1.23 -0.92 0.213
C 0.233945 -0.751285 0.284176 -0.04 -0.09 -0.06 0.765
C -2.029497 -1.519927 -0.918315 0.50 -1.31 0.47 -0.488
N -2.179845 -0.142318 -1.027878 3.60 2.02 0.15 -0.402
S -0.803762 -2.145952 0.371112 -0.30 0.04 0.01 -0.119
Br -3.174252 0.679694 0.304540 -0.29 -0.10 0.48 -0.038
H 2.164751 2.618295 0.237952 0.08 0.02 -0.02 0.374
H 3.024599 0.686441 1.515943 0.17 0.02 0.02 0.359
H 0.031631 2.398084 -1.034226 -0.13 0.11 -0.11 0.432
H 1.808652 -1.448283 1.561406 0.14 -0.11 0.07 0.388
H -2.949389 -2.050219 -0.662176 -0.05 0.09 -0.05 0.390
H -1.634114 -1.887213 -1.867852 -0.09 0.11 0.00 0.328
```
Positions in Å, forces in eV/Å.

Results
2S+1 = 1
HOMO level (alpha / beta) = -8.51 / -8.51 eV
ΔE to the lowest compared entry with this formula, charge and spin = 54.10 kcal per mole
E_tot = -3297.17000 Eh
Gap between HOMO and LUMO (alpha / beta) = 8.2 / 8.2 eV
Molecular weight = 216.1 g/mol


Among the records above, which one has the lowest ΔE to the lowest compared entry with this formula, charge and spin? CH3NO2


The highest E_tot belongs to which entry? C3H10N2